Record 1
148
Properties=species:S:1:pos:R:3:forces:R:3 method="wB97M-V/def2-TZVPD" e_tot_ha=-4516.14160 e_homo_ev=-8.376
C -7.9607 -1.6999 -0.9651 0.2 0.0 -0.1
C -7.1783 -1.2708 0.2804 -0.4 -0.1 -0.4
C -6.6616 -2.4920 1.0578 -0.3 0.8 0.0
C -5.3438 -2.3085 1.7828 0.4 -1.2 0.5
N -4.1424 -1.9814 0.9714 -0.5 1.0 -0.9
C -3.7557 -0.5579 0.9988 0.2 0.1 0.2
C -2.2862 -0.3334 0.6151 0.0 0.0 0.0
C -1.4664 0.4266 1.6720 0.1 -0.2 0.0
C -0.4805 -0.4787 2.4480 -0.1 -0.1 -0.1
Si 1.2564 -0.3781 1.7754 -0.2 -0.2 0.0
C 2.2778 -1.8571 2.3568 0.1 0.7 0.3
C 3.4574 -1.5982 3.3157 0.3 -0.3 0.1
C 4.7584 -1.2062 2.5874 -0.5 0.0 -0.4
C 3.1215 -0.6291 4.4546 0.3 0.2 -0.2
O 1.9220 1.1245 2.0948 0.2 -0.5 -0.7
Si 3.0309 1.8283 1.0960 0.0 0.5 0.6
F 3.5326 0.7817 -0.0135 -0.1 -0.1 0.0
C 2.4275 3.3879 0.3135 0.6 -0.1 -0.3
C 3.6102 4.0367 -0.4476 -0.1 -0.1 0.3
C 3.3680 5.5250 -0.7328 -0.3 -0.5 -0.1
C 2.6093 5.7430 -2.0432 0.4 0.0 0.0
C 3.5094 5.5432 -3.2726 -0.8 0.2 -0.3
N 3.4461 4.1719 -3.7836 0.3 -0.2 0.7
C -4.0691 -2.5693 -0.2577 -0.1 -0.4 -0.1
S -3.9853 -1.8153 -1.7076 0.0 0.0 -0.1
S -3.9293 -4.3497 -0.1823 -0.1 -0.4 0.5
C -5.3525 -5.0035 -1.1159 0.2 0.4 -0.2
C -5.0304 -6.0994 -2.1483 -1.1 0.0 0.2
C -6.0710 -7.2426 -2.0537 0.3 0.3 0.0
H -8.6446 -0.9218 -1.3000 -0.1 0.0 0.0
H -7.2917 -1.9102 -1.8015 0.1 -0.1 0.0
H -8.5308 -2.6081 -0.7695 -0.2 0.0 0.1
H -6.3798 -0.5962 -0.0221 0.1 0.0 0.0
H -7.8745 -0.6964 0.8936 0.2 0.1 0.3
H -7.4036 -2.6993 1.8268 0.0 -0.3 0.0
H -6.6670 -3.3567 0.3996 0.3 -0.1 0.0
H -5.1252 -3.2436 2.3043 0.0 0.0 0.0
H -5.4460 -1.5594 2.5640 0.2 0.2 -0.1
H -4.3942 0.0526 0.3583 -0.2 -0.1 -0.1
H -3.9259 -0.2242 2.0208 0.1 0.0 0.1
H -2.2459 0.1826 -0.3422 0.0 0.1 0.0
H -1.8326 -1.3092 0.4366 0.1 0.0 0.0
H -2.1430 0.8961 2.3847 0.0 0.2 0.0
H -0.9191 1.2210 1.1639 0.0 0.2 0.1
H -0.5325 -0.3242 3.5265 0.1 0.1 0.1
H -0.7740 -1.5226 2.2959 0.0 -0.1 0.1
H 1.1045 -0.4825 0.3015 0.0 0.0 0.0
H 1.5791 -2.5126 2.8826 -0.1 -0.1 -0.1
H 2.6300 -2.3762 1.4660 0.0 -0.2 0.0
H 3.6708 -2.5553 3.7986 -0.1 -0.1 -0.1
H 4.6469 -1.3814 1.5161 0.1 0.0 0.0
H 4.9801 -0.1456 2.6921 0.2 0.0 0.1
H 5.6002 -1.8107 2.9130 0.2 0.2 0.2
H 3.3317 0.4015 4.1695 -0.1 0.0 -0.1
H 2.0722 -0.6723 4.7451 0.0 -0.2 0.2
H 3.7608 -0.8443 5.3097 -0.1 0.0 0.2
H 4.2258 2.1331 1.9076 0.0 0.0 0.0
H 1.6115 3.2391 -0.3933 -0.3 0.0 0.2
H 2.1201 4.0582 1.1198 -0.2 0.0 0.0
H 4.5344 3.9209 0.1276 0.0 0.0 0.1
H 3.7514 3.4727 -1.3678 0.1 0.1 -0.2
H 2.7965 5.9179 0.1133 0.0 0.2 0.0
H 4.3159 6.0577 -0.7658 0.1 0.2 0.0
H 2.1865 6.7446 -2.0865 0.0 0.1 0.0
H 1.7697 5.0486 -2.1312 -0.1 0.0 0.1
H 4.5333 5.8054 -3.0160 0.1 -0.1 -0.1
H 3.1555 6.2401 -4.0387 0.2 0.2 0.0
H 2.6083 4.0109 -4.3172 0.0 0.0 -0.2
H 4.2646 3.9126 -4.3085 0.0 0.0 -0.3
H -6.0719 -5.3407 -0.3743 0.0 -0.2 0.1
H -5.8013 -4.1518 -1.6258 0.0 0.1 0.0
H -5.1698 -5.6475 -3.1284 0.5 0.1 -0.1
H -4.0258 -6.4980 -2.0616 0.1 0.1 0.0
H -5.6488 -8.0943 -1.5267 -0.1 -0.2 0.0
H -6.4066 -7.5356 -3.0448 0.1 -0.3 0.0
H -6.9561 -6.9186 -1.5100 -0.1 0.0 0.0
C 7.3182 7.2231 0.3724 0.0 -0.1 0.0
O 6.4534 7.4606 -0.4553 0.0 0.0 0.0
N 7.0557 6.5839 1.5512 0.0 0.0 0.1
N 8.6275 7.5672 0.1916 0.1 0.1 0.1
H 7.7643 6.3654 2.2280 0.1 -0.1 -0.1
H 6.1078 6.3089 1.7230 0.0 0.0 0.0
H 8.8721 8.0198 -0.6676 0.0 0.0 0.0
H 9.3406 7.3560 0.8674 0.0 -0.2 0.0
C -0.8368 -6.1795 -3.9603 -0.1 0.1 -0.1
O -0.1703 -6.6234 -3.0381 0.2 -0.1 0.0
N -1.8904 -5.3391 -3.7580 0.1 -0.1 0.0
N -0.5770 -6.4941 -5.2665 0.0 0.0 0.0
H -2.4508 -4.9648 -4.4993 0.0 0.0 0.0
H -2.1104 -5.0897 -2.8108 0.0 0.1 0.1
H 0.1929 -7.1090 -5.4473 0.0 0.0 0.0
H -1.1105 -6.1414 -6.0373 0.0 0.0 0.0
C -0.8248 6.9575 -2.5607 0.0 -0.1 0.0
O 0.0579 7.4916 -3.2064 0.0 0.0 -0.1
N -1.9893 6.5157 -3.1336 0.1 -0.1 0.0
N -0.7239 6.7504 -1.2120 0.0 0.0 0.0
H -2.7274 6.0726 -2.6207 0.0 0.0 0.0
H -2.0940 6.6571 -4.1198 0.0 0.1 0.0
H 0.1197 7.0555 -0.7641 0.0 0.0 0.0
H -1.4365 6.3096 -0.6633 0.0 0.0 0.0
C -10.1986 -3.3968 3.2591 0.0 0.0 0.0
O -9.5767 -3.3782 2.2138 0.0 0.0 0.0
N -10.6587 -2.2430 3.8471 -0.2 0.1 -0.1
N -10.4892 -4.5508 3.9266 0.0 0.0 0.0
H -11.1679 -2.2197 4.7101 0.1 0.0 0.1
H -10.4424 -1.3808 3.3829 0.2 0.0 0.1
H -10.1673 -5.4081 3.5185 0.0 0.0 0.0
H -10.9995 -4.5823 4.7880 0.0 0.0 0.0
C -2.8342 1.9063 -3.8991 0.2 0.0 -0.1
O -3.8649 2.4272 -3.5124 0.0 0.1 0.0
N -2.5901 0.5674 -3.7775 -0.1 0.0 0.0
N -1.8283 2.6293 -4.4891 -0.1 -0.1 0.0
H -1.7443 0.1304 -4.0894 0.0 0.0 0.0
H -3.2984 -0.0012 -3.3466 0.1 0.1 0.0
H -1.9762 3.6140 -4.5960 0.0 0.1 0.0
H -0.9708 2.2256 -4.8128 0.0 0.0 0.0
C 11.8252 5.4253 1.7549 0.1 -0.2 0.0
O 10.7293 5.5506 2.2870 -0.1 0.3 -0.1
N 12.5466 4.2789 1.8303 -0.1 0.2 -0.1
N 12.4110 6.4388 1.0388 -0.1 0.0 0.0
H 13.4457 4.1443 1.4072 0.0 -0.1 0.1
H 12.1547 3.5167 2.3485 0.0 0.0 0.0
H 11.9159 7.3058 0.9697 0.0 0.0 0.0
H 13.3066 6.3543 0.5986 0.0 0.0 0.0
C 3.8165 -7.9560 -1.6720 -0.1 0.0 0.0
O 4.9130 -8.1243 -1.1663 0.0 0.0 0.0
N 3.0521 -6.8501 -1.4428 -0.1 0.1 0.0
N 3.2506 -8.8722 -2.5204 0.0 0.0 -0.1
H 2.1455 -6.7073 -1.8565 0.0 0.0 0.0
H 3.4197 -6.1533 -0.8242 0.1 0.0 0.0
H 3.7759 -9.7022 -2.7156 0.0 0.0 0.0
H 2.3463 -8.7494 -2.9359 0.0 0.0 0.1
C -14.3687 -0.6885 2.0262 0.0 0.0 0.0
O -15.1758 -0.2823 1.2136 0.0 0.0 0.0
N -14.7446 -1.1598 3.2586 0.0 0.0 0.0
N -13.0220 -0.7120 1.7824 0.0 0.1 0.0
H -14.0977 -1.5029 3.9408 0.0 0.0 0.0
H -15.7242 -1.1571 3.4695 0.0 0.0 0.0
H -12.7142 -0.3778 0.8888 0.0 0.0 0.0
H -12.3430 -1.0465 2.4387 -0.1 -0.2 0.0
C 14.6032 0.9835 1.5612 0.0 -0.1 0.0
O 14.4524 2.1691 1.8160 0.0 0.0 0.0
N 14.6977 0.5174 0.2818 0.0 0.0 0.0
N 14.6862 0.0373 2.5409 0.0 0.0 0.0
H 14.8186 -0.4501 0.0521 0.0 0.0 0.0
H 14.6364 1.1900 -0.4584 0.0 0.0 0.0
H 14.6196 0.3527 3.4900 0.0 0.0 0.0
H 14.8071 -0.9401 2.3585 0.0 0.0 0.0

=====

Record 2
19
Properties=species:S:1:pos:R:3:forces:R:3 method="wB97M-V/def2-TZVPD" e_tot_ha=-290.05599 e_homo_ev=-13.018 total_charge=+1
C 0.4037 -0.2069 2.9869 0.8 -1.0 -0.3
C 1.8124 0.1207 2.4488 0.5 0.3 0.2
C 1.9683 -0.4042 0.9825 -1.2 -0.3 1.5
C 0.9971 0.4612 0.1458 0.3 -3.1 0.3
C -0.1005 0.1190 -0.4364 1.9 5.0 0.4
N -3.0161 0.3990 -3.3650 -0.8 -0.7 1.1
C -2.0451 -0.3731 -3.1738 0.2 0.5 0.5
H -0.2793 -0.0316 2.1490 -0.5 0.0 0.6
H 0.0492 0.2160 3.9303 0.4 0.6 -0.4
H 0.4418 -1.2750 3.2228 -0.4 -0.1 -0.3
H 2.5986 -0.2960 3.0851 -0.2 -0.4 -0.2
H 2.0412 1.1755 2.4910 -0.1 0.6 -0.2
H 1.5940 -1.4271 1.0084 0.0 -0.1 -0.3
H 2.9500 -0.4305 0.5259 0.2 0.5 0.0
H 1.3229 1.5166 0.1657 -0.3 0.0 -1.0
H -0.9183 0.8490 -0.5717 -1.3 -1.8 0.0
H -3.7708 0.0200 -3.9376 0.6 0.4 -1.0
H -1.4709 -0.1582 -2.2501 0.3 -0.2 -1.0
H -1.6886 -1.1992 -3.7842 -0.4 -0.4 0.0